Formula: C42H85F9O21
Source: OMol25
Level of theory: ωB97M-V/def2-TZVPD

Calculated values
F_max = 2.03 eV/Å
structure (SMILES) = CCOC(=O)C(F)(F)F.CCOC(=O)C(F)(F)F.CCOC(=O)C(F)(F)F.COCCOCCOC.COCCOCCOC.COCCOCCOC.COCCOCCOC.COCCOCCOC
relative energy (zero: lowest compared OMol25 entry of this formula, charge and spin) = 0.0 kcal/mol
2S+1 = 1
HOMO-LUMO gap = 9.96 eV
M = 1097.10 g/mol

Each atom is followed by the atoms it is bonded to, with distances in Å.
Element x y z (Å)
1 C 2.553 1.716 -0.953  C2 1.516, H10 1.084, H11 1.092, H12 1.092
2 C 1.789 2.748 -1.760  C1 1.516, O3 1.449, H13 1.094, H14 1.090
3 O 1.277 3.714 -0.809  C2 1.449, C4 1.318
4 C 0.497 4.665 -1.282  O3 1.318, O5 1.196, C6 1.548
5 O 0.256 4.872 -2.434  C4 1.196
6 C -0.053 5.553 -0.139  C4 1.548, F7 1.336, F8 1.344, F9 1.349
7 F 0.127 5.004 1.066  C6 1.336
8 F 0.556 6.751 -0.182  C6 1.344
9 F -1.377 5.743 -0.317  C6 1.349
10 H 2.106 1.451 -0.001  C1 1.084
11 H 3.570 2.099 -0.853  C1 1.092
12 H 2.627 0.786 -1.521  C1 1.092
13 H 0.931 2.318 -2.284  C2 1.094
14 H 2.375 3.254 -2.527  C2 1.090
15 C 4.044 5.225 0.337  C16 1.527, H24 1.091, H25 1.083, H26 1.096
16 C 4.403 5.049 1.811  C15 1.527, O17 1.432, H27 1.092, H28 1.087
17 O 3.321 4.402 2.490  C16 1.432, C18 1.322
18 C 3.504 3.166 2.922  O17 1.322, O19 1.192, C20 1.540
19 O 4.515 2.534 2.894  C18 1.192
20 C 2.183 2.626 3.499  C18 1.540, F21 1.332, F22 1.334, F23 1.333
21 F 1.169 2.860 2.668  C20 1.332
22 F 2.280 1.312 3.706  C20 1.334
23 F 1.920 3.202 4.673  C20 1.333
24 H 3.470 6.144 0.210  C15 1.091
25 H 3.558 4.364 -0.103  C15 1.083
26 H 4.959 5.447 -0.224  C15 1.096
27 H 4.533 6.051 2.223  C16 1.092
28 H 5.356 4.556 1.984  C16 1.087
29 C -0.516 -2.965 -1.438  C30 1.529, H38 1.086, H39 1.091, H40 1.089
30 C 0.564 -2.724 -0.384  C29 1.529, O31 1.420, H41 1.094, H42 1.089
31 O 0.005 -2.111 0.769  C30 1.420, C32 1.303
32 C -0.226 -0.830 0.810  O31 1.303, O33 1.196, C34 1.550
33 O -0.063 -0.016 -0.051  C32 1.196
34 C -0.986 -0.427 2.099  C32 1.550, F35 1.340, F36 1.326, F37 1.345
35 F -0.220 0.440 2.775  C34 1.340
36 F -2.144 0.149 1.809  C34 1.326
37 F -1.233 -1.479 2.899  C34 1.345
38 H -0.085 -3.355 -2.356  C29 1.086
39 H -0.996 -2.023 -1.709  C29 1.091
40 H -1.226 -3.589 -0.896  C29 1.089
41 H 1.439 -2.237 -0.824  C30 1.094
42 H 0.958 -3.696 -0.088  C30 1.089
43 C -0.730 -2.955 11.369  O44 1.410, H52 1.101, H53 1.094, H54 1.086
44 O -0.521 -3.662 10.167  C43 1.410, C45 1.406
45 C -1.492 -3.370 9.193  O44 1.406, C46 1.512, H55 1.097, H56 1.098
46 C -1.030 -3.944 7.873  C45 1.512, O47 1.419, H57 1.095, H58 1.096
47 O -0.046 -3.051 7.374  C46 1.419, C48 1.433
48 C 0.416 -3.393 6.061  O47 1.433, C49 1.522, H59 1.098, H60 1.094
49 C 1.756 -2.690 5.901  C48 1.522, O50 1.415, H61 1.090, H62 1.095
50 O 2.481 -3.157 4.779  C49 1.415, C51 1.404
51 C 2.020 -2.585 3.583  O50 1.404, H63 1.090, H64 1.095, H65 1.104
52 H -1.612 -3.375 11.876  C43 1.101
53 H -0.895 -1.891 11.178  C43 1.094
54 H 0.127 -3.111 12.017  C43 1.086
55 H -1.563 -2.289 9.022  C45 1.097
56 H -2.431 -3.830 9.528  C45 1.098
57 H -1.871 -4.039 7.179  C46 1.095
58 H -0.517 -4.898 8.036  C46 1.096
59 H -0.358 -3.007 5.385  C48 1.098
60 H 0.523 -4.476 5.953  C48 1.094
61 H 2.351 -2.940 6.780  C49 1.090
62 H 1.602 -1.606 5.882  C49 1.095
63 H 0.942 -2.656 3.443  C51 1.090
64 H 2.531 -3.050 2.733  C51 1.095
65 H 2.341 -1.536 3.462  C51 1.104
66 C 0.433 -0.198 -4.009  O67 1.408, H75 1.089, H76 1.097, H77 1.100
67 O 0.612 -1.482 -4.558  C66 1.408, C68 1.414
68 C 1.843 -1.592 -5.247  O67 1.414, C69 1.516, H78 1.091, H79 1.100
69 C 1.554 -2.139 -6.631  C68 1.516, O70 1.405, H80 1.096, H81 1.098
70 O 1.050 -3.446 -6.521  C69 1.405, C71 1.407
71 C 1.033 -4.139 -7.745  O70 1.407, C72 1.503, H82 1.100, H83 1.106
72 C 0.311 -5.449 -7.591  C71 1.503, O73 1.408, H84 1.095, H85 1.094
73 O 1.053 -6.394 -6.856  C72 1.408, C74 1.425
74 C 0.881 -6.311 -5.444  O73 1.425, H86 1.093, H87 1.090, H88 1.094
75 H -0.544 -0.160 -3.530  C66 1.089
76 H 0.499 0.557 -4.802  C66 1.097
77 H 1.146 0.110 -3.229  C66 1.100
78 H 2.586 -2.140 -4.667  C68 1.091
79 H 2.271 -0.600 -5.456  C68 1.100
80 H 2.459 -2.057 -7.245  C69 1.096
81 H 0.761 -1.500 -7.041  C69 1.098
82 H 2.030 -4.322 -8.172  C71 1.100
83 H 0.508 -3.548 -8.519  C71 1.106
84 H 0.221 -5.884 -8.592  C72 1.095
85 H -0.706 -5.297 -7.216  C72 1.094
86 H -0.166 -6.186 -5.156  C74 1.093
87 H 1.540 -5.543 -5.037  C74 1.090
88 H 1.174 -7.280 -5.029  C74 1.094
89 C -6.713 3.837 6.821  O90 1.399, H98 1.095, H99 1.091, H100 1.095
90 O -6.196 4.990 6.219  C89 1.399, C91 1.389
91 C -5.287 5.696 6.998  O90 1.389, C92 1.511, H101 1.108, H102 1.100
92 C -4.573 6.727 6.155  C91 1.511, O93 1.409, H103 1.099, H104 1.092
93 O -3.904 6.200 5.033  C92 1.409, C94 1.408
94 C -2.696 5.542 5.332  O93 1.408, C95 1.514, H105 1.099, H106 1.095
95 C -2.248 4.834 4.071  C94 1.514, O96 1.408, H107 1.094, H108 1.093
96 O -1.080 4.080 4.287  C95 1.408, C97 1.400
97 C -1.311 2.821 4.854  O96 1.400, H109 1.098, H110 1.087, H111 1.102
98 H -5.941 3.292 7.372  C89 1.095
99 H -7.074 3.204 6.009  C89 1.091
100 H -7.578 4.064 7.454  C89 1.095
101 H -4.548 4.975 7.399  C91 1.108
102 H -5.697 6.162 7.906  C91 1.100
103 H -3.880 7.273 6.810  C92 1.099
104 H -5.325 7.417 5.767  C92 1.092
105 H -2.858 4.780 6.108  C94 1.099
106 H -1.923 6.238 5.673  C94 1.095
107 H -1.931 5.614 3.372  C95 1.094
108 H -3.049 4.246 3.616  C95 1.093
109 H -2.089 2.761 5.627  C97 1.098
110 H -0.393 2.402 5.258  C97 1.087
111 H -1.668 2.139 4.065  C97 1.102
112 C -2.062 2.004 -1.901  O113 1.412, H121 1.099, H122 1.091, H123 1.090
113 O -3.394 1.780 -2.311  C112 1.412, C114 1.423
114 C -3.890 0.514 -1.892  O113 1.423, C115 1.518, H124 1.097, H125 1.096
115 C -4.768 -0.092 -2.972  C114 1.518, O116 1.442, H126 1.093, H127 1.093
116 O -6.142 -0.041 -2.538  C115 1.442, C117 1.391
117 C -7.064 -0.181 -3.570  O116 1.391, C118 1.521, H128 1.104, H129 1.099
118 C -8.403 0.363 -3.096  C117 1.521, O119 1.414, H130 1.097, H131 1.088
119 O -9.411 0.059 -4.039  C118 1.414, C120 1.402
120 C -9.694 1.121 -4.909  O119 1.402, H132 1.103, H133 1.099, H134 1.086
121 H -2.056 2.259 -0.832  C112 1.099
122 H -1.747 2.893 -2.449  C112 1.091
123 H -1.375 1.169 -2.045  C112 1.090
124 H -4.495 0.681 -0.992  C114 1.097
125 H -3.114 -0.202 -1.600  C114 1.096
126 H -4.554 -1.147 -3.164  C115 1.093
127 H -4.703 0.528 -3.870  C115 1.093
128 H -7.265 -1.220 -3.883  C117 1.104
129 H -6.761 0.332 -4.494  C117 1.099
130 H -8.299 1.450 -2.986  C118 1.097
131 H -8.683 -0.060 -2.133  C118 1.088
132 H -8.789 1.522 -5.394  C120 1.103
133 H -10.117 1.994 -4.391  C120 1.099
134 H -10.362 0.768 -5.689  C120 1.086
135 C 5.040 -0.951 -1.471  O136 1.408, H144 1.097, H145 1.099, H146 1.086
136 O 5.117 -1.569 -2.734  C135 1.408, C137 1.380
137 C 6.248 -1.169 -3.417  O136 1.380, C138 1.498, H147 1.108, H148 1.107
138 C 6.498 -2.018 -4.625  C137 1.498, O139 1.427, H149 1.089, H150 1.100
139 O 5.364 -1.935 -5.486  C138 1.427, C140 1.410
140 C 5.461 -2.657 -6.694  O139 1.410, C141 1.519, H151 1.100, H152 1.094
141 C 5.017 -4.101 -6.535  C140 1.519, O142 1.400, H153 1.101, H154 1.091
142 O 5.861 -4.875 -5.730  C141 1.400, C143 1.403
143 C 7.085 -5.212 -6.327  O142 1.403, H155 1.093, H156 1.098, H157 1.089
144 H 5.065 0.141 -1.578  C135 1.097
145 H 5.916 -1.219 -0.863  C135 1.099
146 H 4.148 -1.250 -0.929  C135 1.086
147 H 7.176 -1.191 -2.812  C137 1.108
148 H 6.275 -0.107 -3.727  C137 1.107
149 H 6.698 -3.061 -4.381  C138 1.089
150 H 7.331 -1.585 -5.198  C138 1.100
151 H 6.482 -2.533 -7.088  C140 1.100
152 H 4.838 -2.135 -7.425  C140 1.094
153 H 4.887 -4.588 -7.513  C141 1.101
154 H 4.028 -4.059 -6.077  C141 1.091
155 H 7.538 -4.362 -6.844  C143 1.093
156 H 6.993 -6.032 -7.051  C143 1.098
157 H 7.748 -5.559 -5.536  C143 1.089